Formula: C18H25CuGe2INO
Source: the OMol25 dataset
Level of theory: ωB97M-V with the def2-TZVPD basis set

Results
- HOMO (eV) = -7.7
- gap between HOMO and LUMO (Ha) = 0.2702
- 2S+1 = 1
- ΔE to the lowest compared entry with this formula, charge and spin (eV) = 0.2503

```
49
C18H25CuGe2INO (ωB97M-V with the def2-TZVPD basis set)
Cu 0.47 1.22 -1.87
Ge 0.00 -1.48 -1.12
C 0.01 -2.96 0.17
C -0.75 -2.93 1.34
C -0.71 -3.98 2.25
C 0.10 -5.09 2.00
C 0.85 -5.14 0.84
C 0.81 -4.08 -0.07
C -1.59 -0.40 -0.67
C -2.72 -0.39 -1.48
C -3.79 0.46 -1.21
C -3.75 1.31 -0.12
C -2.63 1.30 0.71
C -1.57 0.45 0.43
H -0.29 -2.13 -2.50
H -1.39 -2.08 1.54
H -1.30 -3.94 3.15
H 0.13 -5.91 2.71
H 1.48 -6.00 0.63
H 1.40 -4.14 -0.97
H -2.77 -1.04 -2.35
H -4.66 0.45 -1.86
H -4.58 1.97 0.09
H -2.60 1.95 1.58
H -0.70 0.47 1.08
N -0.55 3.88 -0.43
C -1.02 3.66 -1.66
O -0.70 2.69 -2.34
C -1.94 4.69 -2.25
I -3.67 5.07 -1.05
H 0.05 3.19 0.00
H -0.94 4.61 0.15
H -2.28 4.34 -3.22
H -1.43 5.65 -2.35
C 2.52 -1.12 1.80
Ge 2.57 0.18 0.33
C 2.04 1.91 1.12
C 4.43 0.40 -0.24
C 1.51 -0.28 -1.23
H 3.24 -0.84 2.57
H 2.77 -2.12 1.44
H 1.53 -1.18 2.26
H 2.61 2.11 2.04
H 0.98 1.94 1.38
H 2.27 2.71 0.41
H 5.06 0.71 0.59
H 4.50 1.15 -1.03
H 4.82 -0.54 -0.63
H 2.19 -0.66 -1.99
```

Formula: C3H4LiMgO3
Source: the OMol25 dataset
Level of theory: ωB97M-V with the def2-TZVPD basis set

Results
- HOMO (spin up / spin down) (eV) = -4.7 / -5.3
- gap between HOMO and LUMO (spin up / spin down) (Ha) = 0.1186 / 0.1473
- 2S+1 = 2
- ΔE to the lowest compared entry with this formula, charge and spin (eV) = 4.6123

```
12
C3H4LiMgO3 (ωB97M-V with the def2-TZVPD basis set)
H 0.28 1.15 2.02
C 0.41 0.61 1.07
C -0.62 1.12 0.09
O -0.43 0.97 -1.31
C 0.35 0.05 -2.01
O -0.54 -1.19 -1.92
Mg -1.19 -1.12 -0.02
O 0.23 -0.78 1.28
H 1.45 0.79 0.72
H -0.95 2.15 0.28
H -0.14 -1.86 -2.48
Li 1.14 -1.88 2.29
```

Formula: C21H48N11O3Re
Source: the OMol25 dataset
Level of theory: ωB97M-V with the def2-TZVPD basis set

Results
- HOMO (spin up / spin down) (eV) = -17.1 / -17.5
- gap between HOMO and LUMO (spin up / spin down) (Ha) = 0.2665 / 0.2649
- 2S+1 = 4
- net charge = +3

```
84
C21H48N11O3Re (ωB97M-V with the def2-TZVPD basis set)
Re 0.33 -0.86 0.23
C 5.84 -0.70 -0.69
N 4.74 -0.37 0.25
C 5.20 0.19 1.54
C 3.46 -0.45 -0.15
N 2.42 -0.70 0.66
C 2.71 -1.00 2.09
C 1.45 -1.39 2.83
N 0.28 -0.59 2.32
C -1.05 -1.17 2.74
C -2.12 -0.71 1.79
N -1.76 -1.04 0.38
C -2.75 -1.50 -0.41
N -4.03 -1.40 -0.02
C -4.98 -2.52 -0.19
C -4.60 -0.15 0.51
N -2.51 -2.04 -1.61
C -1.23 -2.65 -1.97
C -3.58 -2.15 -2.62
C 0.39 0.88 2.66
C 0.93 1.68 1.49
N 0.14 1.28 0.30
C -0.61 2.24 -0.28
N -0.67 3.48 0.28
C -0.39 4.68 -0.53
C -1.19 3.71 1.62
N -1.34 2.06 -1.39
C -1.20 0.94 -2.30
C -2.51 2.90 -1.69
N 3.25 -0.20 -1.48
C 3.55 1.18 -1.94
C 2.28 -0.93 -2.23
H 6.64 -1.14 -0.11
H 6.22 0.18 -1.20
H 5.52 -1.43 -1.43
H 6.17 0.65 1.35
H 5.34 -0.56 2.31
H 4.54 0.98 1.89
H 3.14 -0.13 2.57
H 3.42 -1.82 2.18
H 1.57 -1.20 3.90
H 1.21 -2.43 2.71
H -1.28 -0.88 3.76
H -0.96 -2.26 2.69
H -2.28 0.37 1.88
H -3.05 -1.20 2.08
H -4.46 -3.41 -0.51
H -5.77 -2.28 -0.89
H -5.44 -2.73 0.78
H -3.86 0.64 0.51
H -4.99 -0.28 1.52
H -5.43 0.15 -0.12
H -1.08 -3.62 -1.48
H -0.38 -2.01 -1.72
H -1.19 -2.80 -3.04
H -4.38 -1.45 -2.41
H -3.99 -3.16 -2.68
H -3.15 -1.91 -3.60
H 1.03 1.00 3.54
H -0.60 1.23 2.92
H 1.98 1.46 1.32
H 0.85 2.73 1.72
H -0.18 4.41 -1.56
H 0.48 5.21 -0.12
H -1.24 5.37 -0.51
H -1.40 2.77 2.13
H -2.13 4.27 1.57
H -0.49 4.29 2.23
H -0.30 0.40 -2.10
H -1.14 1.32 -3.33
H -2.06 0.27 -2.24
H -2.46 3.87 -1.22
H -3.42 2.39 -1.36
H -2.57 3.05 -2.77
H 4.40 1.58 -1.39
H 2.70 1.84 -1.78
H 3.80 1.17 -3.00
H 2.51 -1.98 -2.29
H 2.19 -0.51 -3.23
H 1.24 -0.86 -1.77
O 1.59 -3.00 -0.96
N 1.10 -3.63 0.00
O 1.31 -4.76 0.31
O 0.27 -2.89 0.77
```

Formula: C18H20N5O11P2PtS2
Source: the OMol25 dataset
Level of theory: ωB97M-V with the def2-TZVPD basis set

Results
- HOMO (eV) = -5.3
- gap between HOMO and LUMO (Ha) = 0.2377
- 2S+1 = 1
- net charge = -1
- ΔE to the lowest compared entry with this formula, charge and spin (eV) = 0.3323

```
59
C18H20N5O11P2PtS2 (ωB97M-V with the def2-TZVPD basis set)
Pt 0.65 -1.43 -0.30
O 4.90 -1.72 -0.80
P 3.77 -1.03 0.07
O 4.24 0.19 0.73
O 2.51 -0.94 -0.84
O 3.39 -2.18 1.17
P 2.81 -3.60 0.65
O 2.53 -4.37 2.02
O 3.84 -4.26 -0.18
O 1.44 -3.33 0.04
H 4.71 -2.68 -0.90
H 3.35 -4.76 2.35
S 0.92 -0.54 1.76
C -0.53 0.45 1.84
C -1.04 0.81 3.08
C -2.13 1.66 3.16
C -2.73 2.13 2.00
C -2.23 1.75 0.76
C -1.12 0.92 0.67
S -0.42 0.52 -0.89
H -0.58 0.42 3.98
H -2.53 1.95 4.13
H -3.59 2.78 2.05
H -2.70 2.10 -0.15
O -0.44 -2.52 -2.03
C -1.32 -2.71 -1.17
O -1.19 -2.19 -0.01
C -2.53 -3.53 -1.45
C -2.50 -4.45 -2.49
C -3.61 -5.22 -2.77
C -4.76 -5.08 -2.01
C -4.77 -4.15 -0.99
C -3.67 -3.37 -0.68
N -6.00 -3.99 -0.19
O -6.88 -4.81 -0.34
O -6.02 -3.10 0.64
H -1.59 -4.54 -3.08
H -3.59 -5.94 -3.58
H -5.65 -5.67 -2.20
H -3.70 -2.66 0.13
C 1.36 3.79 1.31
C 2.01 5.00 0.64
C 0.98 5.80 -0.16
C 3.21 4.60 -0.23
N 2.87 3.61 -1.24
C 2.81 2.28 -1.10
N 2.25 1.78 -2.17
N 2.00 2.83 -2.99
N 2.35 3.94 -2.43
H 0.63 4.11 2.05
H 2.10 3.16 1.81
H 0.84 3.17 0.58
H 2.43 5.65 1.42
H 0.58 5.21 -0.98
H 1.42 6.71 -0.58
H 0.15 6.09 0.49
H 3.98 4.15 0.39
H 3.63 5.46 -0.75
H 3.16 1.73 -0.24
```